1.
Computed, not measured: one molecule with the formula C25H28N2O3S, with ωB97M-V/def2-TZVPD.

Relative energy (zero: lowest compared OMol25 entry of this formula, charge and spin)   1.556 eV
HOMO   -0.316 Ha
Charge   0
Gap between HOMO and LUMO   9.14 eV

CARTESIAN COORDINATES (ANGSTROEM)
C -2.69058 0.10010 3.16741
C -2.83178 0.95547 1.94815
C -1.71970 1.56920 1.37902
C -1.82935 2.32869 0.22757
C -3.06001 2.47888 -0.38843
C -4.16448 1.86912 0.17217
C -4.06698 1.13054 1.33791
H -4.95223 0.67582 1.75869
S -5.77931 1.99342 -0.65361
O -5.67649 3.10332 -1.59760
C -5.49061 0.44174 -1.72952
C -4.92592 -0.66144 -0.94812
C -5.51640 -1.57938 -0.11853
C -4.46882 -2.31468 0.47032
C -3.30349 -1.79734 -0.03330
C -1.91039 -2.16700 0.25843
O -1.62735 -3.04388 1.05560
N -0.99383 -1.44992 -0.42910
H -1.30878 -0.70239 -1.02745
C 0.42851 -1.67965 -0.32020
C 1.05803 -1.83561 -1.70338
C 2.56411 -2.04138 -1.57221
N 3.15857 -0.90848 -0.89087
C 2.63401 -0.79734 0.45765
C 1.13201 -0.53946 0.41742
H 0.74448 -0.46165 1.43364
H 0.94306 0.39943 -0.10616
H 3.13913 0.03544 0.95277
H 2.83260 -1.71583 1.04118
C 4.61032 -0.95615 -0.89754
C 5.20123 0.35549 -0.45487
C 4.67114 1.54724 -0.93507
C 5.20901 2.76066 -0.54886
C 6.28968 2.79788 0.31728
C 6.82485 1.61564 0.79735
C 6.28048 0.40100 0.41579
H 6.69983 -0.51963 0.79721
H 7.66671 1.63787 1.47399
H 6.71248 3.74541 0.61732
H 4.78790 3.68157 -0.92563
H 3.82732 1.50592 -1.60664
H 4.93048 -1.15248 -1.92709
H 4.99799 -1.77572 -0.26516
H 3.00928 -2.11892 -2.56774
H 2.75927 -2.98825 -1.03509
H 0.61291 -2.68218 -2.22822
H 0.87506 -0.92882 -2.28365
H 0.53767 -2.60767 0.25199
O -3.58276 -0.79375 -0.90257
H -4.54445 -3.11786 1.17327
H -6.56722 -1.70781 0.04171
H -6.46803 0.19932 -2.13938
H -4.81649 0.77588 -2.51509
H -3.18183 3.06433 -1.28745
H -0.95440 2.80245 -0.19271
H -0.75585 1.45331 1.85188
H -1.95059 0.51427 3.84850
H -2.36043 -0.89879 2.87858
H -3.63960 0.00407 3.68843

Löwdin population analysis, charges in e, atoms 1 to 6: -0.029, -0.263, -0.047, -0.065, -0.072, -0.379

2.
Computed, not measured: one molecule with the formula C25H28N4O3, with ωB97M-V/def2-TZVPD.

Relative energy (zero: lowest compared OMol25 entry of this formula, charge and spin)   1.327 eV
HOMO   -0.283 Ha
Charge   0
SMILES string   COc1ccccc1N1CCN([C@H](CNC(=O)Oc2ccccc2)c2cccnc2)CC1
Gap between HOMO and LUMO   8.41 eV

CARTESIAN COORDINATES (ANGSTROEM)
C -2.29549 3.88800 -3.25226
O -1.73292 3.65234 -1.98702
C -1.79978 4.64297 -1.04033
C -2.34130 5.89458 -1.27579
C -2.41729 6.83933 -0.26189
C -1.94443 6.53259 0.99589
C -1.38331 5.28946 1.23832
C -1.29290 4.32314 0.24135
N -0.79873 3.04229 0.48245
C 0.30826 2.55519 -0.31340
C 0.28465 1.02945 -0.33177
N 0.39586 0.55271 1.03293
C 0.67562 -0.86587 1.17591
C -0.50823 -1.78871 0.80127
N -0.07973 -3.12331 0.46168
C 0.16930 -3.46978 -0.82285
O -0.08912 -2.79459 -1.78511
O 0.74795 -4.69984 -0.84574
C 0.97071 -5.35482 -2.04879
C 0.08346 -5.30767 -3.11348
C 0.36387 -6.03218 -4.25941
C 1.50811 -6.80560 -4.34276
C 2.38322 -6.85711 -3.27033
C 2.12020 -6.13191 -2.12376
C 1.22885 -1.09470 2.56615
C 2.25879 -0.26525 3.00720
C 2.79010 -0.44510 4.27045
C 2.27171 -1.46152 5.06055
N 1.29644 -2.25444 4.65857
C 0.79079 -2.07396 3.44954
C -0.72535 1.03200 1.81612
C -0.70412 2.56196 1.84043
H -3.36379 4.11800 -3.18360
H -2.16292 2.96017 -3.80752
H -1.78288 4.69941 -3.78053
H -2.72879 6.14624 -2.25043
H -2.85152 7.80589 -0.46708
H -1.99901 7.25889 1.79291
H -0.99874 5.07363 2.22284
H 0.22421 2.93511 -1.32840
H 1.26545 2.89222 0.11936
H 1.13072 0.65344 -0.91036
H -0.64701 0.70283 -0.81899
H 1.48327 -1.08826 0.46292
H -1.24526 -1.83424 1.60553
H -0.98448 -1.38935 -0.09721
H 0.29142 -3.71960 1.18462
H -0.80736 -4.70437 -3.05167
H -0.32393 -5.99214 -5.09073
H 1.71764 -7.36858 -5.23981
H 3.27672 -7.46074 -3.32685
H 2.79045 -6.15898 -1.27859
H 2.61950 0.51466 2.35363
H 3.58688 0.18472 4.63502
H 2.64879 -1.65124 6.05675
H -0.01034 -2.75674 3.19948
H -0.63653 0.64851 2.83538
H -1.69049 0.70669 1.39429
H -1.56205 2.91924 2.41220
H 0.22488 2.89495 2.33273

Löwdin population analysis, charges in e, atoms 1 to 6: -0.084, -0.107, -0.201, -0.030, -0.099, -0.101

3.
Computed, not measured: one molecule with the formula C25H28N4O3S, with ωB97M-V/def2-TZVPD.

Relative energy (zero: lowest compared OMol25 entry of this formula, charge and spin)   0.623 eV
HOMO   -0.293 Ha
Charge   0
SMILES string   Cc1ccc(C(=O)CSc2nc3ccc(C(=O)NCCN4CCCCC4)cc3c(=O)[nH]2)cc1
Gap between HOMO and LUMO   8.17 eV

CARTESIAN COORDINATES (ANGSTROEM)
C 1.21758 -5.55534 3.18499
C -0.03363 -5.01091 2.57108
C -1.21841 -4.94896 3.29456
C -2.37735 -4.45334 2.72757
C -2.37774 -4.01089 1.40683
C -3.57827 -3.47020 0.73268
O -3.76900 -3.57229 -0.45679
C -4.70188 -2.91881 1.61369
S -4.15593 -1.84920 2.97431
C -2.91758 -0.97273 2.11848
N -2.69969 -1.28335 0.89405
C -1.72364 -0.61422 0.20901
C -1.48135 -0.93973 -1.12978
C -0.50558 -0.26872 -1.82552
C 0.24306 0.75416 -1.22595
C 1.27622 1.43760 -2.06396
O 1.85778 0.86718 -2.96706
N 1.47202 2.74263 -1.76774
C 2.46574 3.54990 -2.43190
C 3.63769 3.87464 -1.47483
N 4.72831 4.65768 -1.98152
C 4.51402 6.06958 -2.20752
C 4.08415 6.43523 -3.63468
C 5.08581 5.86193 -4.63248
C 5.20126 4.35432 -4.42807
C 5.59226 4.05675 -2.97458
C 0.02015 1.07028 0.10168
C -0.95949 0.39402 0.82786
C -1.20965 0.73734 2.22535
O -0.63294 1.57850 2.87628
N -2.23887 -0.01279 2.80021
C -1.19618 -4.09901 0.66946
C -0.04151 -4.58126 1.24685
H 2.08241 -4.96939 2.88123
H 1.15283 -5.55714 4.27017
H 1.37686 -6.58110 2.85120
H -1.23518 -5.29404 4.31851
H -3.28127 -4.43695 3.31723
H -5.24277 -3.74375 2.08036
H -5.38724 -2.35078 0.98388
H -2.07862 -1.71365 -1.58494
H -0.29330 -0.51175 -2.85593
H 0.97231 3.15877 -0.99865
H 2.82070 2.96287 -3.28041
H 1.99785 4.47150 -2.78945
H 3.23307 4.40330 -0.60390
H 4.05035 2.92260 -1.12415
H 3.77995 6.43210 -1.48466
H 5.46701 6.57473 -2.00158
H 3.09181 6.03469 -3.84812
H 4.03507 7.52207 -3.72560
H 4.77277 6.08414 -5.65485
H 6.06221 6.32543 -4.47033
H 4.24837 3.88140 -4.66867
H 5.96000 3.93817 -5.09308
H 5.62078 2.97928 -2.80392
H 6.60120 4.45520 -2.80417
H 0.59914 1.81767 0.62526
H -2.46384 0.17983 3.76943
H -1.20334 -3.76918 -0.35759
H 0.86828 -4.63025 0.66635

Löwdin population analysis, charges in e, atoms 1 to 6: -0.049, -0.273, -0.034, -0.051, -0.185, -0.461

4.
Computed, not measured: C25H28N6O4ReS as an isolated structure, with ωB97M-V/def2-TZVPD.

HOMO (spin up / spin down)   -0.738 / -0.735 Ha
2S+1   4
Charge   +4
Gap between HOMO and LUMO (spin up / spin down)   7.25 / 5.08 eV

CARTESIAN COORDINATES (ANGSTROEM)
Re -0.38742 -2.09775 -1.32404
C -2.85282 -1.87834 -3.41696
C -3.35905 -2.20012 -2.04062
C -4.70619 -2.37838 -1.76475
C -5.10699 -2.63457 -0.46722
C -4.15395 -2.76290 0.55119
C -2.83265 -2.62354 0.23681
N -2.45128 -2.30729 -1.04356
C -1.70300 -2.89525 1.15524
C -1.79288 -3.36197 2.44986
C -0.62679 -3.70263 3.12372
C 0.60437 -3.62887 2.48163
C 0.65321 -3.16704 1.18349
N -0.48676 -2.76346 0.58042
C 1.83233 -3.18065 0.28452
C 3.05819 -3.68832 0.60527
C 4.02278 -3.81698 -0.40314
C 3.73122 -3.43170 -1.69630
C 2.49244 -2.87681 -1.98076
C 2.13182 -2.38938 -3.35311
N 1.57114 -2.75007 -0.99445
H -2.90977 -2.75464 -4.06583
H -1.80619 -1.53304 -3.40973
H -3.44481 -1.09278 -3.88758
H -5.42866 -2.30411 -2.56787
H -6.15876 -2.75041 -0.23597
H -4.46535 -2.98485 1.56285
H -2.75701 -3.48761 2.92462
H -0.68134 -4.06972 4.14194
H 1.50430 -3.95730 2.98401
H 3.27941 -4.01506 1.61385
H 4.99334 -4.23770 -0.16711
H 4.45637 -3.54945 -2.49190
H 2.05461 -3.22145 -4.05514
H 2.89234 -1.71049 -3.74199
H 1.17672 -1.84110 -3.37039
C 2.33039 7.22495 3.34303
C 1.27153 6.21175 3.12468
S 1.79789 5.08453 1.53811
O 2.78760 4.16856 2.03643
O 2.01181 6.01283 0.46786
C 0.31340 4.07013 1.09816
C 0.66461 3.37321 -0.24413
N -0.06602 2.10901 -0.49947
C 0.50522 0.88641 -0.60529
N -0.42708 -0.00216 -0.99395
C -1.63111 0.67342 -1.09805
C -1.40768 1.95799 -0.79963
N -2.39615 3.01800 -0.80169
O -3.51457 2.68450 -1.09377
O -2.03591 4.09378 -0.35724
C 1.96529 0.63508 -0.45261
H 1.97172 7.76887 4.23862
H 2.41419 7.95902 2.54710
H 3.29770 6.81104 3.61827
H 0.31192 6.59029 2.75881
H 1.18762 5.42593 3.87715
H -0.50767 4.77569 0.99573
H 0.16509 3.39116 1.93694
H 1.72126 3.12613 -0.28841
H 0.44164 4.05301 -1.05897
H -2.55674 0.23202 -1.42041
H 2.53754 1.28726 -1.11462
H 2.19717 -0.38907 -0.72288
H 2.30644 0.81239 0.56924

Löwdin population analysis, charges in e, atoms 1 to 6: 1.607, 0.005, -0.283, 0.051, 0.061, 0.058

Table of strongest force on any atom (eV/Å), in record order: 1.694 0.609 0.827 1.181